Molecular formula: C34H40Br2RuS3Sb2
Method: DFT, wB97M-V/def2-TZVPD

Geometry (Å):
1 Ru 1.35 -0.87 1.98
2 C 4.00 1.05 2.22
3 C 3.16 1.61 3.35
4 S 1.40 1.17 3.13
5 C 0.90 0.69 4.81
6 C 1.63 -0.54 5.31
7 S 1.53 -1.87 4.07
8 C 3.24 -2.46 4.00
9 C 4.26 -1.45 3.52
10 S 3.78 -0.73 1.91
11 H 5.06 1.26 2.39
12 H 3.73 1.51 1.27
13 H 3.23 2.70 3.33
14 H 3.49 1.29 4.33
15 H -0.17 0.49 4.71
16 H 1.02 1.54 5.48
17 H 1.16 -0.90 6.22
18 H 2.68 -0.35 5.54
19 H 3.20 -3.31 3.32
20 H 3.51 -2.86 4.98
21 H 5.22 -1.94 3.39
22 H 4.41 -0.64 4.24
23 C 1.50 -0.29 -1.73
24 C 1.45 1.21 -1.46
25 C 0.61 1.49 -0.21
26 Sb -1.48 1.18 -0.52
27 C -2.19 0.93 1.43
28 C -2.72 -0.26 1.90
29 C -3.22 -0.31 3.20
30 C -3.20 0.82 3.99
31 C -2.66 2.01 3.51
32 C -2.16 2.08 2.22
33 C -2.21 3.00 -1.25
34 C -3.57 3.26 -1.17
35 C -4.03 4.51 -1.54
36 C -3.14 5.47 -2.00
37 C -1.79 5.19 -2.09
38 C -1.30 3.94 -1.73
39 Sb -0.49 -0.93 -2.17
40 C -0.87 0.21 -3.89
41 C -2.05 0.93 -4.04
42 C -2.26 1.70 -5.18
43 C -1.29 1.74 -6.17
44 C -0.12 1.00 -6.04
45 C 0.09 0.23 -4.91
46 C -0.49 -2.96 -2.68
47 C -1.52 -3.83 -2.35
48 C -1.44 -5.14 -2.79
49 C -0.34 -5.57 -3.53
50 C 0.69 -4.69 -3.83
51 C 0.63 -3.37 -3.40
52 H 1.88 -0.84 -0.86
53 H 2.11 -0.56 -2.59
54 H 1.03 1.72 -2.34
55 H 2.46 1.62 -1.33
56 H 0.77 2.48 0.23
57 H 0.82 0.77 0.60
58 H -2.76 -1.15 1.28
59 H -3.65 -1.23 3.57
60 H -3.62 0.79 4.99
61 H -2.66 2.90 4.13
62 H -1.76 3.02 1.84
63 H -4.27 2.51 -0.80
64 H -5.09 4.74 -1.47
65 H -3.51 6.44 -2.30
66 H -1.10 5.94 -2.46
67 H -0.25 3.73 -1.82
68 H -2.84 0.87 -3.30
69 H -3.19 2.25 -5.29
70 H -1.45 2.34 -7.05
71 H 0.62 1.02 -6.82
72 H 1.00 -0.35 -4.83
73 H -2.39 -3.50 -1.79
74 H -2.25 -5.83 -2.57
75 H -0.29 -6.59 -3.88
76 H 1.54 -5.02 -4.41
77 H 1.44 -2.70 -3.65
78 Br 0.76 -5.38 3.33
79 C 1.11 -5.01 1.51
80 Br 0.76 -3.15 0.87
81 H 0.42 -5.58 0.89
82 H 2.14 -5.20 1.27

Output
- Highest occupied orbital energy (spin up / spin down): -14.249 / -15.504 eV
- Multiplicity: 2
- ΔE to the lowest compared entry with this formula, charge and spin: 172.9 kJ/mol
- Total charge: +3

---

Molecular formula: C34H40Cl2IrN5O4Te
Method: DFT, wB97M-V/def2-TZVPD

Geometry (Å):
1 Ir -0.40 0.04 0.48
2 Cl 0.53 -1.25 2.31
3 C -0.79 -2.48 2.28
4 Cl -1.98 -1.99 1.05
5 H -1.25 -2.52 3.26
6 H -0.34 -3.41 1.97
7 C -3.52 8.36 -0.51
8 C -2.69 7.14 -0.23
9 C -3.23 6.03 0.42
10 C -2.47 4.90 0.69
11 C -3.13 3.72 1.32
12 C -1.12 4.90 0.34
13 Te 0.40 3.59 1.06
14 N 0.85 1.62 0.72
15 C 2.18 1.32 0.89
16 O 2.55 0.16 1.05
17 C 3.22 2.40 0.87
18 C 4.09 2.47 1.95
19 C 5.11 3.42 1.96
20 C 5.27 4.27 0.87
21 C 4.42 4.17 -0.22
22 C 3.39 3.25 -0.21
23 C -0.24 3.03 2.99
24 C -0.98 1.87 3.29
25 C -1.76 1.05 2.30
26 C -1.06 1.46 4.61
27 C -0.50 2.19 5.65
28 C -0.63 1.74 7.08
29 C 0.19 3.35 5.33
30 C 0.35 3.78 4.02
31 C 1.14 5.03 3.75
32 C -0.56 5.96 -0.39
33 C 0.85 6.02 -0.93
34 C -1.37 7.07 -0.64
35 H -4.55 8.21 -0.21
36 H -3.49 8.61 -1.57
37 H -3.12 9.21 0.04
38 H -4.27 6.04 0.71
39 H -4.21 3.76 1.19
40 H -2.93 3.65 2.39
41 H -2.78 2.82 0.82
42 H 3.98 1.78 2.77
43 H 5.78 3.48 2.80
44 H 6.07 5.00 0.87
45 H 4.56 4.82 -1.08
46 H 2.71 3.20 -1.06
47 H -1.44 1.26 1.23
48 H -2.80 1.35 2.22
49 H -1.76 0.00 2.58
50 H -1.62 0.56 4.84
51 H -1.13 0.78 7.15
52 H -1.21 2.47 7.65
53 H 0.35 1.66 7.55
54 H 0.63 3.93 6.13
55 H 1.52 5.45 4.69
56 H 0.54 5.80 3.27
57 H 2.01 4.83 3.12
58 H 1.36 5.06 -0.93
59 H 1.46 6.73 -0.36
60 H 0.82 6.37 -1.96
61 H -0.94 7.90 -1.19
62 C 3.21 -0.98 -3.61
63 N 2.29 -1.24 -2.52
64 C 2.00 -2.56 -2.01
65 C 1.02 -2.25 -0.89
66 O 0.53 -3.04 -0.13
67 N 0.81 -0.87 -0.88
68 C 1.58 -0.33 -1.86
69 N 1.59 0.96 -2.18
70 H 3.90 -1.82 -3.69
71 H 3.82 -0.09 -3.41
72 H 2.69 -0.86 -4.56
73 H 2.89 -3.05 -1.61
74 H 1.53 -3.20 -2.76
75 H 1.10 1.63 -1.60
76 H 2.25 1.29 -2.86
77 O -0.43 2.88 -1.36
78 C -1.24 2.04 -1.73
79 C -2.14 2.17 -2.93
80 C -2.91 0.85 -2.97
81 C -2.32 0.03 -1.85
82 O -2.56 -1.11 -1.57
83 N -1.41 0.83 -1.13
84 H -1.51 2.33 -3.80
85 H -2.76 3.06 -2.82
86 H -2.79 0.31 -3.91
87 H -3.98 0.96 -2.79

Output
- Highest occupied orbital energy: -13.862 eV
- Multiplicity: 1
- ΔE to the lowest compared entry with this formula, charge and spin: 125.3 kJ/mol
- Total charge: +2

---

Molecular formula: C34H40EuI2N8O4P2
Method: DFT, wB97M-V/def2-TZVPD

Geometry (Å):
1 Eu -0.19 -0.85 0.24
2 I 5.50 1.57 5.42
3 C 3.87 0.81 4.32
4 C 3.86 -0.52 3.94
5 C 2.78 -0.98 3.21
6 I 2.71 -2.95 2.46
7 C 1.68 -0.17 2.85
8 O 0.65 -0.65 2.20
9 C 1.77 1.19 3.20
10 C 0.75 2.10 2.59
11 N 0.91 2.02 1.12
12 C 2.17 2.62 0.67
13 C 2.52 0.40 -0.85
14 C 3.58 0.64 -1.93
15 C 3.32 -0.24 -3.10
16 C 2.92 -1.47 -2.75
17 C 2.66 -1.81 -1.34
18 N 2.45 -0.97 -0.38
19 C 2.85 1.67 3.94
20 H 4.67 -1.18 4.20
21 H 0.86 3.12 2.96
22 H -0.26 1.75 2.82
23 H 0.13 2.49 0.68
24 H 2.75 2.92 1.54
25 H 1.98 3.53 0.10
26 H 4.56 0.40 -1.52
27 H 3.52 0.05 -4.12
28 H 2.78 -2.26 -3.48
29 H 2.59 -2.86 -1.07
30 H 2.89 2.72 4.20
31 C 2.05 3.82 -3.01
32 N 2.09 2.56 -2.29
33 C 3.33 2.14 -1.66
34 C 3.06 1.70 -0.18
35 N 1.18 0.67 -1.36
36 C 1.05 1.72 -2.09
37 P -0.54 1.92 -3.02
38 C -0.87 0.16 -3.35
39 N -0.71 -0.88 -2.55
40 C -1.07 -1.98 -3.28
41 C -1.44 -1.60 -4.54
42 N -1.31 -0.24 -4.58
43 C -1.67 0.59 -5.71
44 C -1.66 2.16 -1.60
45 N -1.59 1.59 -0.40
46 C -2.54 2.22 0.36
47 C -3.19 3.16 -0.38
48 N -2.63 3.12 -1.62
49 C -3.05 3.94 -2.74
50 H 2.36 4.64 -2.36
51 H 2.72 3.80 -3.87
52 H 1.04 4.02 -3.36
53 H 4.13 2.85 -1.86
54 H 4.00 1.49 0.32
55 H -1.02 -2.97 -2.86
56 H -1.77 -2.17 -5.39
57 H -1.51 0.03 -6.63
58 H -2.73 0.87 -5.66
59 H -1.07 1.49 -5.73
60 H -2.67 2.00 1.41
61 H -3.99 3.83 -0.12
62 H -3.35 4.92 -2.38
63 H -2.22 4.07 -3.44
64 H -3.89 3.49 -3.27
65 C -4.57 -0.09 3.64
66 O -3.45 0.52 2.98
67 P -2.25 -0.34 2.33
68 O -2.27 -1.56 3.36
69 C -1.53 -2.78 3.30
70 O -3.01 -1.10 1.03
71 C -4.13 -0.59 0.32
72 H -5.38 0.63 3.61
73 H -4.31 -0.31 4.67
74 H -4.87 -1.01 3.14
75 H -1.49 -3.18 4.31
76 H -0.51 -2.62 2.94
77 H -2.04 -3.49 2.64
78 H -4.58 0.27 0.84
79 H -4.88 -1.38 0.24
80 H -3.84 -0.28 -0.69
81 C -2.15 -5.77 -0.31
82 C -0.90 -5.62 0.27
83 C -0.30 -4.37 0.34
84 C -0.91 -3.19 -0.14
85 C -2.18 -3.40 -0.71
86 C -2.79 -4.64 -0.81
87 H -2.61 -6.75 -0.38
88 H -0.38 -6.49 0.67
89 H 0.68 -4.32 0.80
90 H -2.73 -2.55 -1.12
91 H -3.77 -4.73 -1.27

Output
- Highest occupied orbital energy (spin up / spin down): -9.629 / -9.633 eV
- Multiplicity: 7
- Total charge: +1

---

Number 1: DFT total energy -224127.37276 eV, maximum force 1.211 eV/A. Number 2: DFT total energy -86711.73896 eV, maximum force 0.945 eV/A. Number 3: DFT total energy -110120.47523 eV, maximum force 2.016 eV/A.